Below is a structure of composition C38H44OP2Sr at a distorted geometry, with properties calculated with ωB97M-V/def2-TZVPD.

* electronic energy: -2262.876832 hartree
* E_HOMO: -6.4 eV
* Kohn-Sham gap: 5.84 eV
* energy above the lowest of the compared OMol25 structures with the same formula, charge and spin: 0.405 eV
* lowest unoccupied orbital energy: -0.6 eV

Last column: Mulliken charge in e.
Cartesian coordinates (Å):
Sr: 1.72 -1.52 -1.58  1.5670
C: -2.87 0.18 0.60  -0.4007
C: -3.21 0.04 -0.68  -0.3413
C: -3.31 1.13 -1.72  -0.9751
C: -1.94 1.52 -2.31  0.1807
C: -1.01 2.31 -1.46  -0.6769
C: -1.18 2.77 -0.22  -0.2489
C: -2.43 2.77 0.60  -0.8610
C: -2.81 1.47 1.36  -0.6188
C: 3.25 0.29 -0.74  -1.5214
H: -2.69 -0.72 1.20  0.4706
H: -3.55 -0.95 -1.02  0.3484
H: -3.84 2.02 -1.38  0.3497
H: -3.90 0.70 -2.55  0.4377
H: -1.44 0.59 -2.62  -0.3185
H: -2.14 2.09 -3.24  0.4716
H: -0.02 2.45 -1.92  0.4316
H: -0.33 3.24 0.29  0.3788
H: -3.30 3.08 0.00  0.3279
H: -2.27 3.52 1.39  0.3809
H: -2.13 1.31 2.22  0.3117
H: -3.81 1.69 1.81  0.3504
H: 3.77 0.10 0.21  0.2327
H: 2.85 1.30 -0.61  0.2675
H: 3.98 0.34 -1.56  0.4314
P: 0.12 -2.17 -8.80  0.1229
P: 1.99 0.26 -9.18  -0.0190
C: -0.58 -0.62 -9.41  -0.7458
C: 0.26 0.39 -9.72  -0.7382
C: -0.63 -3.32 -10.05  0.2411
C: -1.76 -3.03 -10.83  0.2139
C: -2.30 -3.99 -11.70  -0.6279
C: -1.66 -5.22 -11.86  -0.4380
C: -0.47 -5.49 -11.16  -0.5165
C: 0.04 -4.54 -10.27  -0.4788
C: -0.92 -2.35 -7.30  0.5225
C: -0.63 -1.45 -6.25  -0.9527
C: -1.39 -1.50 -5.08  -0.1006
C: -2.44 -2.41 -4.97  -0.5339
C: -2.72 -3.30 -6.01  -0.5492
C: -1.94 -3.29 -7.18  -0.5204
C: 2.72 0.96 -10.77  0.2390
C: 2.61 0.18 -11.95  -0.3191
C: 3.00 0.69 -13.19  -0.6203
C: 3.51 1.99 -13.29  -0.3805
C: 3.68 2.75 -12.12  -0.6005
C: 3.31 2.22 -10.88  -0.2269
C: 2.06 1.73 -8.09  0.4430
C: 3.23 1.86 -7.31  -0.5517
C: 3.42 3.02 -6.57  -0.5588
C: 2.46 4.03 -6.57  -0.5198
C: 1.27 3.86 -7.28  -0.6553
C: 1.05 2.69 -8.02  0.0105
H: -1.67 -0.53 -9.51  0.6965
H: -0.03 1.27 -10.32  0.8421
H: -2.23 -2.06 -10.76  0.2233
H: -3.22 -3.77 -12.24  0.3856
H: -2.08 -5.98 -12.53  0.3443
H: 0.05 -6.44 -11.31  0.3636
H: 0.97 -4.75 -9.74  0.3651
H: 0.18 -0.72 -6.37  0.3702
H: -1.17 -0.79 -4.28  0.4821
H: -3.06 -2.42 -4.07  0.4019
H: -3.55 -4.00 -5.94  0.3796
H: -2.13 -3.99 -8.00  0.3312
H: 2.19 -0.83 -11.90  0.4119
H: 2.89 0.09 -14.10  0.3570
H: 3.78 2.41 -14.26  0.3427
H: 4.09 3.76 -12.19  0.3640
H: 3.46 2.84 -9.99  0.2688
H: 3.97 1.06 -7.32  0.3899
H: 4.34 3.13 -5.98  0.4119
H: 2.62 4.95 -6.00  0.3929
H: 0.50 4.63 -7.27  0.4055
H: 0.11 2.54 -8.55  0.3574
C: 2.50 -0.57 2.67  -1.3480
C: 1.51 -1.48 1.93  0.2829
C: 0.09 -0.96 1.95  -0.8552
O: 1.81 -1.76 0.58  -0.9116
H: 2.19 0.49 2.70  0.2484
H: 3.48 -0.59 2.21  0.3059
H: 2.58 -0.89 3.71  0.4006
H: 1.52 -2.42 2.50  0.2584
H: 0.09 0.09 1.63  0.0603
H: -0.53 -1.55 1.26  0.1567
H: -0.38 -0.99 2.95  0.3987